[1]
56
Properties=species:S:1:pos:R:3:mulliken_charge:R:1 method="wB97M-V/def2-TZVPD" fmax_ev_per_a=2.5 homo_energy_ha=-0.2753 e_above_lowest_ev=2.292 energy_ha=-1451.8184 gap_ha=0.3550 total_charge=-1
O 2.09492 -2.42331 -3.50953 -0.65
H -3.84105 -0.05271 -1.80743 0.29
H -1.12673 0.23304 3.41405 0.34
O -0.00002 -0.08008 -2.06336 -0.62
H -2.05676 -0.09324 1.11384 0.32
H 0.53877 -0.16858 -0.95812 0.26
O -1.85248 0.00149 4.01944 -0.65
H 0.01161 -4.28267 0.44106 0.29
H 0.17109 0.72126 1.43116 0.11
O 0.18498 1.42171 -4.61794 -0.65
H 0.28858 1.60373 -3.64273 0.28
H -0.76973 1.31075 -4.73479 0.35
O 1.44029 2.83828 3.48907 -0.72
H 0.51503 2.61948 3.39282 0.30
H 0.05859 4.70425 0.98087 0.35
O 2.70789 -2.35294 -0.07752 -0.75
H -1.72610 -1.05865 -3.51721 0.32
H 1.94766 2.01630 3.49063 0.33
O -0.27055 1.39187 2.01254 -0.19
H -1.34456 4.18866 0.24254 0.29
H -0.76546 1.99076 1.44518 0.15
O -0.89502 4.62178 0.95642 -0.66
H 2.55840 3.44188 0.61820 0.26
O -1.01672 2.22792 -1.00164 -0.54
H -0.50651 -0.84994 -4.40667 0.33
H -0.77150 1.30332 -1.24012 0.16
O -0.60088 -4.99382 0.68513 -0.60
H -3.38899 0.36379 1.76047 0.31
H -0.53150 -4.87860 1.63593 0.30
O 1.24791 -0.17515 0.03564 -0.87
H 1.97393 -1.66392 -0.06746 0.55
H 2.24928 -3.83669 1.73126 0.28
O -2.93350 -0.42482 1.35720 -0.59
H 2.34528 -3.18824 -0.36705 0.29
H -3.47661 -3.11710 -0.97216 0.28
O -1.43898 -1.08416 -4.46584 -0.65
H -3.06881 -2.66629 0.45149 0.30
H 2.13822 0.16507 -0.06706 0.23
O 1.85211 4.05529 0.90238 -0.68
H -2.01702 -0.94496 4.00359 0.29
H 2.71576 2.41622 -1.69255 0.32
O 2.12646 -0.39988 2.97215 -0.63
H -1.63288 2.35420 -1.76367 0.27
H 3.10900 -0.31452 2.92798 0.30
O -2.82131 -3.22678 -0.28176 -0.57
H 1.45549 -2.98383 2.75277 0.28
H 1.81155 -1.64577 -3.98601 0.30
O 1.38156 -3.68918 2.10144 -0.57
H 1.82642 3.81340 1.88290 0.42
H 1.70756 -0.18875 2.13424 0.35
O -4.69644 0.20648 -1.45009 -0.65
H -4.47308 0.13231 -0.46428 0.36
H -0.87220 -0.26827 -1.66618 0.12
O 3.29279 1.99708 -1.02165 -0.64
H 2.28026 -2.16006 -2.62222 0.33
H 4.00818 1.61456 -1.53532 0.28

***

[2]
10
Properties=species:S:1:pos:R:3:mulliken_charge:R:1 method="wB97M-V/def2-TZVPD" spin_multiplicity=3 s2=2.00 fmax_ev_per_a=4.6 homo_energy_ha="-0.0900 / -0.1468" energy_ha=-460.9711 gap_ha="0.2142 / 0.2684" total_charge=-1
H 1.52846 -1.32667 1.32101 0.32
O 0.70707 0.62506 0.54834 -0.67
C 1.67097 0.05177 0.02344 0.38
O 2.06323 -1.13793 0.54086 -0.44
O 2.28779 0.39579 -1.02571 -0.40
Pt 1.59204 0.85097 -2.69330 -0.20
H -2.94794 0.85656 -0.03597 0.22
C -2.30831 -0.04268 0.51253 0.08
C -3.44444 -0.47289 0.21506 -0.81
H -1.14888 0.20000 0.59374 0.51

***

[3]
23
Properties=species:S:1:pos:R:3:mulliken_charge:R:1 method="wB97M-V/def2-TZVPD" smiles=NCCCCCO.O fmax_ev_per_a=2.2 homo_energy_ha=-0.3256 e_above_lowest_ev=1.801 energy_ha=-404.6889 gap_ha=0.3482
C 0.70995 -1.77424 0.75980 -0.40
O 0.14105 -2.67629 -0.16907 -0.56
C 0.11150 -0.39643 0.52421 -0.21
C 0.56082 0.19862 -0.78679 -0.49
C 0.08388 1.64449 -1.07739 -0.74
C -1.44215 1.74651 -1.31033 -0.59
N -2.09682 0.66040 -2.02004 -0.50
H 1.78297 -1.96158 0.66285 0.26
H 0.46385 -2.06360 1.78476 0.30
H -0.79031 -2.82951 -0.25298 0.31
H 0.32606 0.24795 1.43176 0.19
H -0.97570 -0.49107 0.64796 0.20
H 0.13658 -0.38379 -1.60671 0.08
H 1.65153 0.34827 -0.93743 0.34
H 0.67142 2.00926 -1.94282 0.33
H 0.42702 2.37052 -0.33589 0.41
H -1.72717 2.67144 -1.86477 0.32
H -1.85934 1.97657 -0.31051 0.26
H -2.94825 0.39967 -1.55290 0.21
H -1.54520 -0.10748 -2.34935 0.26
H 2.35624 -0.65170 4.26230 0.32
H 1.63781 -0.13532 3.13442 0.30
O 2.32426 -0.80269 3.30893 -0.59

***

What did the first record say?
56
Properties=species:S:1:pos:R:3:mulliken_charge:R:1 method="wB97M-V/def2-TZVPD" fmax_ev_per_a=2.5 homo_energy_ha=-0.2753 e_above_lowest_ev=2.292 energy_ha=-1451.8184 gap_ha=0.3550 total_charge=-1
O 2.09492 -2.42331 -3.50953 -0.65
H -3.84105 -0.05271 -1.80743 0.29
H -1.12673 0.23304 3.41405 0.34
O -0.00002 -0.08008 -2.06336 -0.62
H -2.05676 -0.09324 1.11384 0.32
H 0.53877 -0.16858 -0.95812 0.26
O -1.85248 0.00149 4.01944 -0.65
H 0.01161 -4.28267 0.44106 0.29
H 0.17109 0.72126 1.43116 0.11
O 0.18498 1.42171 -4.61794 -0.65
H 0.28858 1.60373 -3.64273 0.28
H -0.76973 1.31075 -4.73479 0.35
O 1.44029 2.83828 3.48907 -0.72
H 0.51503 2.61948 3.39282 0.30
H 0.05859 4.70425 0.98087 0.35
O 2.70789 -2.35294 -0.07752 -0.75
H -1.72610 -1.05865 -3.51721 0.32
H 1.94766 2.01630 3.49063 0.33
O -0.27055 1.39187 2.01254 -0.19
H -1.34456 4.18866 0.24254 0.29
H -0.76546 1.99076 1.44518 0.15
O -0.89502 4.62178 0.95642 -0.66
H 2.55840 3.44188 0.61820 0.26
O -1.01672 2.22792 -1.00164 -0.54
H -0.50651 -0.84994 -4.40667 0.33
H -0.77150 1.30332 -1.24012 0.16
O -0.60088 -4.99382 0.68513 -0.60
H -3.38899 0.36379 1.76047 0.31
H -0.53150 -4.87860 1.63593 0.30
O 1.24791 -0.17515 0.03564 -0.87
H 1.97393 -1.66392 -0.06746 0.55
H 2.24928 -3.83669 1.73126 0.28
O -2.93350 -0.42482 1.35720 -0.59
H 2.34528 -3.18824 -0.36705 0.29
H -3.47661 -3.11710 -0.97216 0.28
O -1.43898 -1.08416 -4.46584 -0.65
H -3.06881 -2.66629 0.45149 0.30
H 2.13822 0.16507 -0.06706 0.23
O 1.85211 4.05529 0.90238 -0.68
H -2.01702 -0.94496 4.00359 0.29
H 2.71576 2.41622 -1.69255 0.32
O 2.12646 -0.39988 2.97215 -0.63
H -1.63288 2.35420 -1.76367 0.27
H 3.10900 -0.31452 2.92798 0.30
O -2.82131 -3.22678 -0.28176 -0.57
H 1.45549 -2.98383 2.75277 0.28
H 1.81155 -1.64577 -3.98601 0.30
O 1.38156 -3.68918 2.10144 -0.57
H 1.82642 3.81340 1.88290 0.42
H 1.70756 -0.18875 2.13424 0.35
O -4.69644 0.20648 -1.45009 -0.65
H -4.47308 0.13231 -0.46428 0.36
H -0.87220 -0.26827 -1.66618 0.12
O 3.29279 1.99708 -1.02165 -0.64
H 2.28026 -2.16006 -2.62222 0.33
H 4.00818 1.61456 -1.53532 0.28